This record from the OMol25 dataset describes the molecule C4H6N2O3. The level of theory is ωB97M-V/def2-TZVPD.

F_max = 4.844 eV/Å
HOMO energy = -9.1 eV
ΔE to the lowest compared entry with this formula, charge and spin = 7.1830 eV
Frontier orbital gap = 9.27 eV
E = -491.036938 Ha
SMILES string = C=C1CN1N(O)C(=O)O

Geometry as ORCA input:
```
! RIJCOSX wB97M-V def2-TZVPD def2/J DEFGRID3
* xyz 0 1
H 1.19501 2.05672 -1.46460
H -2.71740 0.46467 -0.28782
H -1.51016 -2.65817 -0.49776
C -0.74998 -1.92089 -0.71165
C 1.01697 0.08880 0.88074
O 2.26296 -0.19571 0.39912
C -0.82075 -0.69840 -0.20947
N -0.61601 0.75600 -0.55488
O 0.63777 -0.29346 1.96457
C -1.77644 0.31818 0.23022
N 0.44963 1.24085 0.19315
H -1.79357 0.55747 1.28719
H 2.88578 0.54449 0.42974
H 0.16696 -2.28395 -1.15117
O 1.36922 2.02340 -0.50739
*
```